# 1
This record from the OMol25 dataset describes one molecule with the formula C4H4N2O. The level of theory is ωB97M-V/def2-TZVPD.

Output
Gap between HOMO and LUMO (alpha / beta) in eV: 7.508 / 7.266
HOMO level (alpha / beta) in Ha: -0.34841 / -0.34598
Relative energy (zero: lowest compared OMol25 entry of this formula, charge and spin) in kJ/mol: 323.2
E_tot in Ha: -339.458571

```
! wB97M-V def2-TZVPD RIJCOSX def2/J DEFGRID3
* xyz 0 1
O 2.378 -1.033 0.349
C 1.225 -0.723 0.090
C 0.852 0.671 -0.196
C -0.525 1.045 -0.156
N -1.544 0.097 -0.125
C -1.085 -1.146 -0.064
N 0.164 -1.600 -0.007
H 1.639 1.413 -0.323
H -0.800 2.051 -0.482
H -0.401 1.141 0.982
H -1.859 -1.911 -0.061
*
```

Atom charges from the Löwdin analysis, given in e for atoms 1 to 4: 0.041, -0.525, 0.142, -0.250

# 2
This record from the OMol25 dataset describes one molecule with the formula C4H4N2O2 in a non-equilibrium geometry. The level of theory is ωB97M-V/def2-TZVPD.

Output
Gap between HOMO and LUMO in eV: 9.253
HOMO level in Ha: -0.38606
SMILES string: [H]/N=C1\N=C(C)C(=O)O1
Relative energy (zero: lowest compared OMol25 entry of this formula, charge and spin) in kJ/mol: 162.9
E_tot in Ha: -414.784124

```
! wB97M-V def2-TZVPD RIJCOSX def2/J DEFGRID3
* xyz 0 1
H 3.045 -0.845 -0.127
N 2.890 0.256 0.081
C 1.616 0.418 -0.047
N 0.761 -0.612 -0.077
C -0.414 -0.104 -0.027
C -1.609 -1.026 0.054
C -0.396 1.395 -0.064
O -1.216 2.247 0.009
O 1.049 1.668 0.020
H -2.276 -0.500 -0.665
H -1.945 -0.834 1.038
H -1.505 -2.063 -0.194
*
```

Atom charges from the Löwdin analysis, given in e for atoms 1 to 4: 0.125, 0.169, -0.553, 0.186

# 3
This record from the OMol25 dataset describes one molecule with the formula C4H4N2O2 in a non-equilibrium geometry. The level of theory is ωB97M-V/def2-TZVPD.

Output
Gap between HOMO and LUMO in eV: 8.605
HOMO level in Ha: -0.31273
SMILES string: [H]/N=c1/nccc(O)o1
Relative energy (zero: lowest compared OMol25 entry of this formula, charge and spin) in kJ/mol: 304.4
E_tot in Ha: -414.730244

```
! wB97M-V def2-TZVPD RIJCOSX def2/J DEFGRID3
* xyz 0 1
H 0.201 1.546 2.214
N 0.065 0.559 2.557
C 0.237 -0.077 1.444
N 0.149 -1.386 1.066
C -0.290 -1.701 -0.149
C -0.456 -0.696 -1.221
C 0.095 0.608 -0.799
O 0.338 1.531 -1.698
O 0.340 0.914 0.367
H -0.460 -2.869 -0.234
H -0.959 -0.854 -2.302
H 0.741 2.426 -1.244
*
```

Atom charges from the Löwdin analysis, given in e for atoms 1 to 4: 0.074, 0.135, -0.412, 0.073

# 4
This record from the OMol25 dataset describes a 2-piece molecular cluster, C4H4N2O2 overall in a non-equilibrium geometry. The level of theory is ωB97M-V/def2-TZVPD.

Output
Gap between HOMO and LUMO in eV: 9.439
HOMO level in Ha: -0.35451
Relative energy (zero: lowest compared OMol25 entry of this formula, charge and spin) in kJ/mol: 649.1
E_tot in Ha: -414.598963

```
! wB97M-V def2-TZVPD RIJCOSX def2/J DEFGRID3
* xyz 0 1
C 0.883 -0.911 -0.180
C -0.832 0.618 0.082
C -1.452 1.683 -0.104
C -1.570 -0.645 0.113
H 2.487 0.923 0.825
H 0.016 -1.716 -0.140
H -0.973 2.764 -0.236
H -2.565 1.521 -0.175
N 0.544 0.335 -0.136
N -2.006 -1.696 0.091
O 1.441 1.269 0.114
O 2.195 -1.075 -0.041
*
```

Atom charges from the Löwdin analysis, given in e for atoms 1 to 4: -0.216, -0.298, 0.085, -0.185

# 5
This record from the OMol25 dataset describes one molecule with the formula C4H4N2O2 in a non-equilibrium geometry. The level of theory is ωB97M-V/def2-TZVPD.

Output
Gap between HOMO and LUMO in eV: 9.143
HOMO level in Ha: -0.34491
SMILES string: [H]/N=c1\cc(O)cno1
Relative energy (zero: lowest compared OMol25 entry of this formula, charge and spin) in kJ/mol: 479.7
E_tot in Ha: -414.663473

```
! wB97M-V def2-TZVPD RIJCOSX def2/J DEFGRID3
* xyz 0 1
H -2.432 -1.564 0.299
N -2.737 -0.531 0.021
C -1.518 -0.121 -0.029
C -0.254 -0.972 -0.006
C 0.897 -0.326 -0.044
O 2.204 -0.740 0.055
C 0.944 1.194 0.189
N -0.162 1.926 -0.079
O -1.266 1.222 0.043
H -0.246 -1.986 -0.141
H 2.696 0.082 -0.274
H 1.874 1.816 -0.034
*
```

Atom charges from the Löwdin analysis, given in e for atoms 1 to 4: 0.102, 0.129, -0.410, 0.060

# 6
This record from the OMol25 dataset describes one molecule with the formula C4H4N2O2 in a non-equilibrium geometry. The level of theory is ωB97M-V/def2-TZVPD.

Output
Gap between HOMO and LUMO in eV: 9.726
HOMO level in Ha: -0.35191
SMILES string: C=C(C#N)N(O)C=O
Relative energy (zero: lowest compared OMol25 entry of this formula, charge and spin) in kJ/mol: 367.8
E_tot in Ha: -414.706076

```
! wB97M-V def2-TZVPD RIJCOSX def2/J DEFGRID3
* xyz 0 1
C 0.315 1.775 -0.203
C 0.571 0.470 -0.058
C 1.938 -0.033 0.059
N 3.037 -0.337 0.295
N -0.371 -0.621 -0.094
O 0.016 -1.959 -0.207
C -1.803 -0.473 -0.041
O -2.400 0.440 0.405
H 1.214 2.380 -0.228
H -0.653 2.145 -0.315
H 0.378 -2.290 0.687
H -2.243 -1.496 -0.299
*
```

Atom charges from the Löwdin analysis, given in e for atoms 1 to 4: 0.112, -0.257, -0.164, 0.168

# 7
This record from the OMol25 dataset describes one molecule with the formula C4H4N2O2 in a non-equilibrium geometry. The level of theory is ωB97M-V/def2-TZVPD.

Output
Gap between HOMO and LUMO in eV: 10.863
HOMO level in Ha: -0.37618
SMILES string: O=C1NC(=O)N2C[C@@H]12
Relative energy (zero: lowest compared OMol25 entry of this formula, charge and spin) in kJ/mol: 209.9
E_tot in Ha: -414.766232

```
! wB97M-V def2-TZVPD RIJCOSX def2/J DEFGRID3
* xyz 0 1
O 2.219 -1.206 0.301
C 1.132 -0.671 -0.058
N 0.082 -1.471 -0.313
C -1.167 -0.835 -0.039
O -2.194 -1.423 0.189
N -0.827 0.499 -0.428
C -0.319 1.537 0.450
C 0.694 0.774 -0.392
H 0.051 -2.435 -0.082
H -0.664 2.505 0.124
H -0.123 1.419 1.486
H 1.115 1.308 -1.241
*
```

Atom charges from the Löwdin analysis, given in e for atoms 1 to 4: 0.041, -0.369, 0.175, -0.432

# 8
This record from the OMol25 dataset describes a 3-piece molecular cluster, C4H4N2O2 overall in a non-equilibrium geometry. The level of theory is ωB97M-V/def2-TZVPD.

Output
Gap between HOMO and LUMO in eV: 10.225
HOMO level in Ha: -0.35801
Relative energy (zero: lowest compared OMol25 entry of this formula, charge and spin) in kJ/mol: 518.9
E_tot in Ha: -414.648562

```
! wB97M-V def2-TZVPD RIJCOSX def2/J DEFGRID3
* xyz 0 1
C -0.690 -1.883 0.380
C -0.638 -1.573 -0.770
C 0.693 0.693 -1.065
C -3.539 -1.903 0.805
N -0.246 2.704 -0.055
N 0.332 1.568 -0.403
O -3.653 -2.126 -0.319
O -3.555 -1.602 1.913
H -0.922 -2.291 1.280
H 0.233 3.493 -0.515
H -0.821 -1.100 -1.723
H -0.903 2.646 0.662
*
```

Atom charges from the Löwdin analysis, given in e for atoms 1 to 4: -0.003, -0.056, 0.003, -0.473

# 9
This record from the OMol25 dataset describes one molecule with the formula C4H4N2O2 in a non-equilibrium geometry. The level of theory is ωB97M-V/def2-TZVPD.

Output
Gap between HOMO and LUMO in eV: 8.447
HOMO level in Ha: -0.39769
SMILES string: O=C1C=NN=C1CO
Relative energy (zero: lowest compared OMol25 entry of this formula, charge and spin) in kJ/mol: 442.7
E_tot in Ha: -414.677555

```
! wB97M-V def2-TZVPD RIJCOSX def2/J DEFGRID3
* xyz 0 1
O -0.080 1.910 0.073
C 0.523 0.798 0.134
C 1.982 0.505 -0.035
N 2.130 -0.804 -0.093
N 0.731 -1.421 -0.024
C -0.158 -0.482 0.068
C -1.612 -0.872 0.145
O -2.646 0.172 -0.272
H 2.709 1.315 -0.370
H -1.771 -1.199 1.265
H -1.578 -1.766 -0.468
H -1.987 0.876 0.116
*
```

Atom charges from the Löwdin analysis, given in e for atoms 1 to 4: 0.104, -0.281, -0.056, 0.087

# 10
This record from the OMol25 dataset describes one molecule with the formula C4H4N2O3 in a non-equilibrium geometry. The level of theory is ωB97M-V/def2-TZVPD.

Output
Gap between HOMO and LUMO in eV: 8.902
HOMO level in Ha: -0.32452
SMILES string: [H]/N=C\N1C=COC(=O)O1
Relative energy (zero: lowest compared OMol25 entry of this formula, charge and spin) in kJ/mol: 628.9
E_tot in Ha: -489.844333

```
! wB97M-V def2-TZVPD RIJCOSX def2/J DEFGRID3
* xyz 0 1
H -1.983 -1.695 -0.036
N -2.749 -0.949 -0.368
C -2.224 0.142 -0.272
N -0.882 0.563 0.304
C -0.105 1.583 0.179
C 1.193 1.505 -0.030
O 1.988 0.325 -0.557
C 1.290 -0.762 -0.092
O 1.727 -1.841 0.008
O -0.183 -0.549 0.828
H -2.746 1.164 -0.745
H -0.784 2.407 0.185
H 1.746 2.535 0.110
*
```

Atom charges from the Löwdin analysis, given in e for atoms 1 to 4: 0.128, 0.095, -0.249, -0.143